Computed, not measured: a structure of composition C6H11BrO3S in a non-equilibrium geometry, with wB97M-V/def2-TZVPD.

Geometry as ORCA input:
```
! RIJCOSX wB97M-V def2-TZVPD def2/J DEFGRID3
* xyz 0 1
C -0.96 1.44 0.64
C -0.24 1.44 1.91
C 1.87 1.31 -0.65
C -0.92 -2.76 -0.79
C 0.84 0.41 -1.21
C -0.60 0.21 -0.33
O -1.61 2.30 0.17
O 0.87 -1.63 0.95
O -1.49 -1.45 1.41
S -0.46 -1.42 0.43
Br -2.19 -0.09 -1.45
H -0.35 0.41 2.30
H 0.77 1.77 1.63
H -0.66 2.21 2.61
H 2.65 0.83 -0.08
H 2.35 1.88 -1.34
H 1.37 2.06 0.02
H -1.94 -2.87 -0.67
H -0.47 -2.54 -1.69
H -0.50 -3.68 -0.44
H 1.01 -0.72 -1.27
H 0.64 0.91 -2.17
*
```

Output
energy relative to the best compared isomer or geometry (same formula, charge and spin)	97.9	kJ/mol
highest occupied orbital energy	-10.2	eV
LUMO level	0.4	eV

Atom charges from the Mulliken analysis, given in e for atoms 1 to 4: 0.29 -1.02 -1.20 -1.39

=====

Computed, not measured: a cluster of 2 separate species, C6H11BrO4 in total in a non-equilibrium geometry, with wB97M-V/def2-TZVPD.

Geometry as ORCA input:
```
! RIJCOSX wB97M-V def2-TZVPD def2/J DEFGRID3
* xyz 0 3
C 3.30 1.07 -0.97
C 2.82 0.50 0.12
C -1.77 -0.47 1.10
C -0.72 0.23 -0.80
C -1.89 1.15 -1.10
C -1.66 -1.47 2.23
O -0.76 -0.47 0.27
O 3.27 2.40 -1.18
O 0.41 0.02 -1.50
O -2.33 -2.74 2.07
Br 2.94 -1.34 0.28
H 3.60 0.48 -1.89
H 2.32 0.81 1.00
H -2.75 -0.57 0.59
H -2.05 1.68 -0.09
H -2.76 0.55 -1.35
H -1.66 1.73 -2.01
H -1.95 -1.03 3.17
H -0.50 -1.56 2.36
H 3.76 2.78 -1.88
H 0.77 -0.87 -1.56
H -2.40 -2.89 1.15
*
```

Output
highest occupied orbital energy (spin up / spin down)	-5.5 / -8.7	eV
LUMO level (spin up / spin down)	0.6 / -0.2	eV

Atom charges from the Mulliken analysis, given in e for atoms 1 to 4: 0.01 -0.35 -0.50 0.66

=====

Computed, not measured: a cluster of 2 separate species, C6H11Cl in total in a non-equilibrium geometry, with wB97M-V/def2-TZVPD.

Geometry as ORCA input:
```
! RIJCOSX wB97M-V def2-TZVPD def2/J DEFGRID3
* xyz 0 1
C -0.08 -0.73 0.49
C 0.50 -0.10 -0.80
C -0.36 0.62 0.16
C -0.91 -1.96 0.42
C 1.93 0.28 -0.87
C -0.60 1.88 0.82
Cl -2.84 0.39 -1.39
H 0.55 -0.72 1.35
H 0.04 -0.39 -1.60
H -1.61 -1.71 -0.31
H -1.24 -2.23 1.32
H -0.27 -2.83 0.02
H 2.11 1.32 -1.22
H 2.55 -0.49 -1.55
H 2.25 0.10 0.16
H -1.68 2.04 0.80
H 0.03 2.75 0.41
H -0.39 1.80 1.80
*
```

Output
energy relative to the best compared isomer or geometry (same formula, charge and spin)	374.8	kJ/mol
highest occupied orbital energy	-8.7	eV
LUMO level	-1.5	eV

Atom charges from the Mulliken analysis, given in e for atoms 1 to 4: -0.20 -0.07 0.53 -1.34

=====

Computed, not measured: the ion C6H11Cl2N2 with charge +1 in a non-equilibrium geometry, with wB97M-V/def2-TZVPD.

Geometry as ORCA input:
```
! RIJCOSX wB97M-V def2-TZVPD def2/J DEFGRID3
* xyz 1 1
C -0.77 -1.01 -1.21
C -0.49 0.60 -1.23
C 0.92 -0.48 0.33
C -0.65 -2.03 1.21
C 0.20 1.99 1.06
C 0.84 1.25 -1.42
N -0.08 -1.33 0.02
N 0.49 0.97 -0.05
Cl 0.26 -1.34 -2.80
Cl -2.39 -1.62 -1.15
H 1.20 -0.61 1.44
H 1.67 -0.86 -0.34
H -0.06 -2.92 1.54
H -0.57 -1.24 1.98
H -1.71 -2.50 1.11
H -0.46 1.48 1.87
H 1.02 2.23 1.69
H -0.52 2.84 0.79
H -1.24 1.41 -1.27
H 0.64 2.37 -1.58
H 1.70 0.81 -2.00
*
```

Output
energy relative to the best compared isomer or geometry (same formula, charge and spin)	259.2	kJ/mol
SMILES	CN1C[N@@+]2(C)C[C@H]2C1(Cl)Cl
highest occupied orbital energy	-13.5	eV
LUMO level	-3.0	eV

Atom charges from the Mulliken analysis, given in e for atoms 1 to 4: 0.86 -0.58 -1.19 -0.66

=====

Computed, not measured: a cluster of 3 separate species, C6H11Cl3N3 in total in a non-equilibrium geometry, with wB97M-V/def2-TZVPD.

Geometry as ORCA input:
```
! RIJCOSX wB97M-V def2-TZVPD def2/J DEFGRID3
* xyz 1 1
C -0.18 -2.66 0.34
C -1.37 -1.89 0.05
C 0.32 1.96 -1.70
C -1.01 1.28 -1.23
C 0.70 -0.53 -0.72
C -1.05 1.13 2.16
N -0.12 -1.24 0.02
N 1.99 -0.85 -0.53
N 0.22 0.53 -1.40
Cl -1.68 2.56 2.87
Cl 1.61 1.55 1.82
Cl -0.95 -0.18 3.21
H -0.01 -2.96 1.49
H 0.27 -3.23 -0.49
H -1.76 -1.83 -0.95
H -2.04 -1.47 0.90
H 0.45 2.32 -2.68
H 1.02 2.44 -1.06
H -1.39 1.61 -0.22
H -1.91 1.13 -1.81
H 2.26 -1.57 0.09
H 2.64 -0.68 -1.26
H 2.01 2.57 1.10
*
```

Output
energy relative to the best compared isomer or geometry (same formula, charge and spin)	346.9	kJ/mol
highest occupied orbital energy	-12.2	eV
LUMO level	-3.8	eV

Atom charges from the Mulliken analysis, given in e for atoms 1 to 4: -0.47 -0.42 -0.22 -0.21

=====

Computed, not measured: a structure of composition C6H11ClCuF4N4O8S4 in a non-equilibrium geometry, with wB97M-V/def2-TZVPD.

Geometry as ORCA input:
```
! RIJCOSX wB97M-V def2-TZVPD def2/J DEFGRID3
* xyz -1 1
Cu 1.29 -0.82 1.74
C -0.82 3.16 -3.68
C -2.18 2.58 -3.34
N -2.13 2.14 -1.93
C -2.18 3.08 -0.88
C -2.27 2.37 0.31
N -2.11 1.01 -0.01
C -2.08 0.90 -1.38
C -2.19 -0.13 0.88
H -0.80 3.59 -4.68
H 0.02 2.47 -3.76
H -0.37 3.85 -2.96
H -2.47 1.80 -4.04
H -3.01 3.27 -3.46
H -2.15 4.15 -1.03
H -2.33 2.58 1.37
H -2.06 -0.05 -1.89
H -1.25 -0.67 0.97
H -2.93 -0.76 0.39
H -2.54 0.22 1.85
Cl 0.26 1.48 3.10
N 1.30 -2.56 2.97
S 2.45 -3.17 4.03
O 3.30 -4.20 3.45
O 2.21 -3.15 5.47
F 3.44 -1.87 4.03
S 0.19 -3.59 3.28
O -0.34 -3.51 4.65
O 0.31 -4.88 2.61
F -0.96 -2.84 2.47
N 2.23 -0.56 -0.25
S 3.62 -0.80 -0.67
O 4.48 0.16 -1.37
O 3.85 -2.18 -0.95
F 4.10 -0.59 0.85
S 1.47 -0.57 -1.79
O 1.60 -1.67 -2.76
O 1.13 0.77 -2.31
F -0.07 -1.00 -1.33
*
```

Output
energy relative to the best compared isomer or geometry (same formula, charge and spin)	82.7	kJ/mol
highest occupied orbital energy	-6.0	eV
LUMO level	1.4	eV

Atom charges from the Mulliken analysis, given in e for atoms 1 to 4: 0.52 -0.98 -0.58 0.29

=====

Sequential E_tot output: -3433.04877; -3109.95016; -695.24855; -1264.72397; -1779.61016; -5149.03888 hartree